Molecular formula: C44H61BrN6O2Sr
Method: DFT, ωB97M-V/def2-TZVPD

Summary:
gap between HOMO and LUMO	6.948	eV
HOMO energy	-6.836	eV
energy above the lowest of the compared OMol25 structures with the same formula, charge and spin	10.60	kcal/mol
charge	0

```
115
Properties=species:S:1:pos:R:3:forces:R:3
Sr -1.178 -0.435 0.001 -0.214 1.330 -1.289
N 1.410 -0.969 0.093 -0.121 -0.168 0.114
C 0.900 -2.343 0.192 0.172 -0.124 0.112
C 0.282 -2.676 1.568 0.100 -0.138 0.172
N -0.784 -1.806 2.097 0.003 -0.052 -0.005
C -2.156 -2.358 2.049 -0.088 -0.193 0.147
C -2.763 -2.672 0.671 -0.054 -0.139 0.107
N -3.512 -1.531 0.133 0.135 -0.205 0.065
C -0.526 -1.367 3.474 -0.051 -0.002 0.018
C 0.645 -0.419 3.652 0.020 -0.071 0.003
N 0.573 0.688 2.713 0.017 0.086 -0.117
H 2.069 -0.879 -0.670 -0.005 0.031 0.001
H 1.824 -0.629 0.953 -0.002 0.029 0.003
H 1.675 -3.104 0.048 0.013 0.045 -0.025
H 0.212 -2.477 -0.654 -0.071 -0.174 0.205
H 1.111 -2.651 2.280 -0.014 0.003 0.018
H -0.053 -3.719 1.536 0.018 0.091 0.074
H -2.797 -1.599 2.504 -0.033 -0.065 0.063
H -2.224 -3.260 2.673 0.114 -0.030 -0.021
H -3.373 -3.573 0.775 -0.033 0.018 -0.022
H -1.998 -2.941 -0.070 0.001 -0.111 0.123
H -4.111 -1.088 0.827 0.049 0.042 0.026
H -4.035 -1.822 -0.684 -0.010 0.055 0.096
H -0.383 -2.236 4.134 -0.028 -0.006 0.015
H -1.428 -0.852 3.812 0.002 0.019 -0.019
H 1.597 -0.944 3.511 -0.002 -0.004 -0.011
H 0.626 -0.107 4.704 0.005 -0.021 0.016
H 1.186 1.438 3.006 0.013 0.048 -0.037
H -0.371 1.068 2.644 0.014 -0.023 -0.023
C 2.398 2.760 0.083 0.077 0.031 -0.042
C 1.668 2.680 -1.256 0.010 0.016 -0.064
C 2.510 3.323 -2.361 -0.002 -0.006 -0.016
C 0.286 3.309 -1.183 0.002 0.041 -0.009
C 0.181 4.639 -0.777 0.001 -0.006 0.005
C -1.043 5.273 -0.700 -0.002 0.001 0.041
C -2.198 4.576 -1.019 -0.008 -0.005 0.022
C -2.143 3.253 -1.431 0.052 -0.029 0.037
C -3.392 2.521 -1.876 -0.014 -0.023 -0.015
C -3.500 2.600 -3.403 0.007 -0.017 0.003
C -4.673 3.036 -1.227 0.006 -0.001 0.004
C -0.890 2.624 -1.521 0.027 -0.010 -0.018
N -0.852 1.257 -1.943 0.073 0.045 0.034
C -0.194 1.037 -3.027 -0.022 -0.026 -0.005
C 0.017 -0.180 -3.765 0.009 -0.006 -0.005
C 0.868 -0.014 -4.884 -0.003 0.005 0.026
C 1.030 -0.962 -5.856 -0.009 -0.017 0.001
C 0.233 -2.115 -5.765 0.016 0.023 -0.021
C -0.605 -2.320 -4.705 -0.064 0.007 0.018
C -0.693 -1.421 -3.589 -0.018 0.010 -0.071
N -1.413 -1.708 -2.495 -0.101 0.211 0.042
C -2.331 -2.788 -2.603 -0.006 0.016 0.120
C -1.938 -4.122 -2.386 0.026 -0.107 -0.038
C -2.904 -5.124 -2.328 0.049 -0.015 -0.015
C -4.245 -4.844 -2.503 -0.021 0.013 0.008
C -4.630 -3.540 -2.771 0.017 -0.036 -0.015
C -3.699 -2.509 -2.840 0.095 -0.031 -0.044
C -4.156 -1.111 -3.215 0.036 -0.016 -0.033
C -4.112 -0.941 -4.739 -0.025 -0.007 0.034
C -5.555 -0.770 -2.702 -0.016 0.022 0.021
C -0.480 -4.521 -2.227 0.014 -0.022 -0.007
C -0.023 -5.481 -3.330 -0.003 -0.010 0.015
C -0.220 -5.175 -0.865 -0.080 -0.024 -0.018
H 3.371 2.266 0.018 -0.013 0.007 -0.001
H 1.813 2.273 0.857 -0.072 -0.072 0.166
H 2.574 3.795 0.383 -0.005 -0.013 0.008
H 1.554 1.622 -1.497 0.012 0.003 0.027
H 2.683 4.380 -2.148 -0.006 -0.001 -0.002
H 2.013 3.260 -3.330 0.021 0.014 -0.002
H 3.483 2.833 -2.442 0.000 0.001 0.004
H 1.080 5.188 -0.522 -0.003 -0.004 0.007
H -1.102 6.305 -0.382 -0.002 0.013 0.019
H -3.155 5.075 -0.944 0.009 -0.002 -0.003
H -3.274 1.468 -1.602 -0.001 -0.005 0.010
H -3.524 3.646 -3.720 -0.006 0.000 0.000
H -4.415 2.122 -3.755 -0.041 -0.042 -0.006
H -2.654 2.116 -3.893 -0.002 -0.002 0.002
H -4.936 4.031 -1.592 0.000 -0.005 0.000
H -4.587 3.084 -0.141 0.004 -0.001 0.011
H -5.503 2.372 -1.473 -0.008 -0.009 -0.004
H 0.258 1.906 -3.518 -0.028 -0.029 -0.002
H 1.395 0.931 -4.972 -0.001 0.002 0.000
H 1.695 -0.802 -6.693 -0.001 -0.001 -0.002
H 0.267 -2.856 -6.556 0.003 0.000 0.001
H -1.230 -3.201 -4.697 -0.004 -0.010 0.009
H -2.595 -6.148 -2.151 0.005 -0.008 0.005
H -4.984 -5.634 -2.447 -0.001 0.002 -0.005
H -5.678 -3.323 -2.936 0.019 -0.014 0.000
H -3.442 -0.409 -2.779 0.040 0.023 0.007
H -4.782 -1.661 -5.217 0.006 0.006 0.004
H -3.109 -1.102 -5.131 0.077 -0.019 -0.001
H -4.432 0.063 -5.025 -0.001 0.012 0.002
H -6.325 -1.362 -3.202 0.009 0.021 0.003
H -5.779 0.277 -2.905 0.005 0.059 -0.005
H -5.659 -0.927 -1.626 -0.018 0.017 -0.028
H 0.121 -3.612 -2.310 -0.027 -0.042 -0.012
H -0.594 -6.411 -3.293 0.002 -0.004 -0.006
H 1.032 -5.733 -3.196 0.003 -0.001 -0.003
H -0.140 -5.048 -4.321 -0.005 0.005 0.004
H -0.666 -6.170 -0.826 -0.012 -0.009 -0.009
H -0.656 -4.599 -0.047 0.021 -0.113 -0.135
H 0.851 -5.289 -0.681 -0.009 -0.009 -0.005
Br -1.453 6.401 2.925 0.005 -0.004 -0.042
C -2.831 5.095 2.853 -0.015 0.011 0.007
C -4.101 5.439 3.283 -0.001 -0.004 0.004
C -5.098 4.472 3.271 -0.001 0.002 0.003
C -4.815 3.182 2.851 -0.003 -0.005 -0.013
C -3.539 2.856 2.409 0.027 0.000 0.039
C -2.539 3.822 2.396 0.005 0.002 -0.005
C -3.235 1.439 1.973 -0.041 -0.111 0.053
O -4.096 0.568 2.154 -0.025 -0.001 -0.011
O -2.081 1.243 1.465 -0.005 0.037 0.098
H -4.305 6.444 3.627 0.000 0.000 0.000
H -6.094 4.731 3.605 0.000 0.000 0.000
H -5.571 2.409 2.855 0.002 -0.001 0.003
H -1.554 3.568 2.029 0.010 0.001 -0.001
```
Forces are in eV/Å.

Molecular formula: C44H62N6O5P2Pb
Method: DFT, ωB97M-V/def2-TZVPD

Summary:
gap between HOMO and LUMO (alpha / beta)	5.468 / 4.619	eV
HOMO energy (alpha / beta)	-17.938 / -17.596	eV
energy above the lowest of the compared OMol25 structures with the same formula, charge and spin	11.10	kcal/mol
charge	+4

```
120
Properties=species:S:1:pos:R:3:forces:R:3
Pb -0.139 -0.387 -0.636 -0.098 0.366 0.274
C -2.542 5.003 -0.323 0.135 0.140 -0.032
N -2.625 3.586 0.039 -0.039 -0.099 0.069
C -3.801 3.184 0.810 -0.084 -0.048 -0.018
C -1.712 2.689 -0.307 -0.081 0.095 -0.127
O -1.808 1.475 -0.031 0.161 -0.075 0.082
C -0.528 3.193 -1.129 -0.027 0.043 -0.083
O 0.528 2.240 -1.135 -0.035 -0.117 0.236
C 1.732 2.710 -0.558 -0.031 0.005 -0.064
C 2.611 1.529 -0.172 0.187 -0.011 -0.099
O 2.194 0.353 -0.308 -0.131 0.023 0.194
N 3.819 1.803 0.292 -0.028 -0.121 0.048
C 4.367 3.151 0.436 0.035 0.219 -0.112
C 4.753 0.734 0.640 0.049 -0.142 0.054
H -3.527 5.447 -0.218 -0.029 -0.047 -0.019
H -2.228 5.140 -1.357 -0.024 -0.036 -0.003
H -1.860 5.543 0.337 -0.018 -0.017 -0.008
H -3.975 3.909 1.603 0.048 -0.009 0.004
H -3.638 2.198 1.231 -0.002 0.003 0.015
H -4.686 3.158 0.172 0.027 0.007 -0.020
H -0.176 4.156 -0.758 -0.002 0.002 -0.034
H -0.871 3.331 -2.160 0.029 0.061 0.027
H 1.525 3.296 0.344 0.001 0.052 -0.031
H 2.265 3.345 -1.272 0.015 0.044 0.049
H 3.593 3.909 0.507 -0.020 -0.044 0.030
H 5.015 3.395 -0.408 -0.003 -0.044 0.003
H 4.965 3.195 1.344 -0.025 -0.043 0.012
H 4.333 -0.234 0.392 -0.046 0.027 -0.039
H 4.972 0.772 1.708 0.016 0.037 -0.017
H 5.686 0.872 0.093 -0.014 0.044 -0.006
O -2.036 -2.145 -1.048 0.090 0.077 0.250
C -1.785 -3.394 -0.388 -0.026 -0.142 0.108
C -0.339 -3.789 -0.546 0.030 -0.018 -0.105
C 0.011 -5.131 -0.580 -0.021 0.034 0.028
C 1.350 -5.480 -0.662 -0.022 0.031 0.008
C 2.306 -4.473 -0.718 -0.028 -0.041 0.020
C 1.877 -3.161 -0.683 0.034 0.060 -0.012
N 0.584 -2.819 -0.600 -0.093 -0.123 0.104
H -2.944 -1.872 -0.863 -0.018 -0.085 -0.097
H -2.428 -4.172 -0.800 0.014 0.009 -0.028
H -2.003 -3.305 0.683 -0.045 0.035 -0.028
H -0.759 -5.890 -0.536 0.016 -0.016 -0.026
H 1.640 -6.522 -0.686 0.020 0.009 -0.016
H 3.360 -4.703 -0.789 0.003 0.006 -0.007
H 2.583 -2.338 -0.718 0.012 -0.017 -0.034
O -0.297 -0.584 1.833 0.220 0.100 -0.143
P -0.398 -0.615 3.316 -1.537 -0.767 0.181
N -0.296 0.939 3.911 0.417 -0.143 -0.394
C 0.497 1.981 3.249 0.104 0.307 -0.093
C 0.256 3.237 4.092 -0.032 -0.086 0.135
C -0.069 2.671 5.480 0.024 0.047 -0.164
C -0.907 1.443 5.139 0.164 0.122 0.418
N -1.806 -1.206 3.900 0.955 0.264 -0.375
C -3.060 -0.940 3.167 -0.338 0.160 -0.039
C -3.986 -2.047 3.655 0.096 -0.002 0.131
C -3.591 -2.173 5.130 0.005 0.051 -0.187
C -2.069 -2.005 5.117 -0.038 -0.260 0.311
N 0.853 -1.501 3.958 -0.125 0.570 0.091
C 1.136 -1.703 5.390 0.086 -0.278 0.424
C 2.541 -2.306 5.423 0.073 0.059 -0.148
C 3.198 -1.740 4.162 -0.079 -0.085 0.124
C 2.056 -1.773 3.151 0.399 0.043 -0.013
H 0.179 2.071 2.207 -0.023 -0.043 0.028
H 1.556 1.694 3.251 -0.030 -0.053 0.047
H -0.601 3.792 3.706 0.027 0.008 -0.018
H 1.119 3.899 4.106 -0.016 0.011 -0.050
H -0.605 3.379 6.107 -0.010 -0.038 0.037
H 0.844 2.377 5.998 -0.009 -0.002 0.027
H -1.946 1.731 4.932 0.006 -0.131 -0.077
H -0.924 0.678 5.918 -0.026 -0.037 -0.034
H -2.879 -0.922 2.092 -0.015 -0.058 0.016
H -3.466 0.037 3.459 0.052 -0.034 -0.034
H -3.782 -2.980 3.125 -0.004 0.003 -0.018
H -5.035 -1.794 3.526 -0.004 -0.012 -0.037
H -3.884 -3.122 5.571 -0.009 0.011 0.034
H -4.052 -1.371 5.708 -0.006 -0.018 0.018
H -1.567 -2.974 5.042 -0.031 0.039 -0.038
H -1.714 -1.506 6.021 -0.023 0.010 -0.053
H 0.391 -2.355 5.849 0.033 0.064 -0.088
H 1.107 -0.744 5.918 -0.036 0.026 -0.073
H 2.485 -3.394 5.367 -0.019 0.000 0.005
H 3.073 -2.046 6.335 -0.031 -0.003 0.021
H 4.050 -2.332 3.835 0.007 0.016 -0.027
H 3.538 -0.716 4.332 -0.026 0.013 -0.026
H 1.958 -2.774 2.716 -0.123 0.023 -0.001
H 2.144 -1.061 2.329 -0.059 -0.003 -0.007
C 3.987 -0.467 -5.598 -0.007 -0.009 0.088
C 2.848 -0.405 -6.391 -0.044 0.012 -0.161
C 1.592 -0.340 -5.813 0.062 -0.003 0.085
C 1.491 -0.311 -4.418 -0.227 0.016 0.234
C 2.627 -0.374 -3.618 -0.073 0.042 0.034
C 3.877 -0.452 -4.214 0.055 -0.028 0.010
P -0.190 -0.201 -3.750 0.030 -0.070 -1.415
C -1.130 -1.530 -4.500 0.059 0.227 0.297
C -2.089 -1.310 -5.500 -0.029 0.044 0.019
C -2.699 -2.393 -6.106 -0.080 -0.021 -0.061
C -2.386 -3.689 -5.710 0.047 0.079 0.055
C -1.426 -3.910 -4.723 -0.033 -0.094 0.048
C -0.805 -2.839 -4.116 0.055 0.035 0.001
C -0.913 1.378 -4.166 0.079 -0.228 0.350
C -0.101 2.438 -4.593 0.022 -0.049 -0.092
C -0.689 3.627 -4.984 -0.011 0.090 -0.004
C -2.073 3.778 -4.923 0.022 -0.038 0.034
C -2.877 2.743 -4.450 -0.043 0.057 0.041
C -2.302 1.552 -4.050 0.057 -0.021 0.068
H 4.963 -0.537 -6.059 -0.007 0.020 -0.018
H 2.936 -0.411 -7.469 0.007 -0.022 0.010
H 0.706 -0.300 -6.435 0.016 -0.022 -0.031
H 2.535 -0.363 -2.540 0.046 0.008 0.043
H 4.768 -0.510 -3.604 -0.014 -0.002 0.005
H -2.322 -0.309 -5.836 -0.020 0.000 0.001
H -3.417 -2.231 -6.898 0.005 0.016 0.008
H -2.886 -4.529 -6.173 0.031 0.000 -0.038
H -1.174 -4.923 -4.438 0.023 0.019 0.000
H -0.054 -3.001 -3.352 0.048 -0.069 0.010
H 0.972 2.311 -4.660 -0.007 -0.001 -0.031
H -0.077 4.437 -5.358 0.014 -0.013 0.005
H -2.527 4.707 -5.243 0.003 -0.006 -0.030
H -3.951 2.869 -4.407 0.003 -0.004 0.017
H -2.919 0.746 -3.670 -0.042 0.010 -0.046
```
Forces are in eV/Å.